No. 1
{
  "formula": "C6H12O",
  "method": "ωB97M-V/def2-TZVPD",
  "homo_energy_ev": -9.33,
  "smiles": "CC(C)=C[C@H](C)O",
  "lumo_energy_ev": 1.0,
  "species": ["C", "C", "H", "H", "C", "H", "H", "C", "H", "H", "H", "H", "O", "H", "C", "H", "H", "C", "H"],
  "coordinates": [[0.84697, 0.41868, 1.84043], [0.14133, -0.12079, -0.56241], [-3.23552, -1.15212, -1.06265], [-0.20084, 0.44408, 2.14938], [-2.18816, -0.95920, -1.32499], [-1.43501, -1.16261, 0.68013], [1.29743, 1.37358, 2.12851], [2.53561, 0.44193, -0.21272], [1.34655, -0.38082, 2.39594], [2.60059, 1.45608, -0.61335], [3.24469, 0.32728, 0.61085], [2.79713, -0.28674, -0.98409], [-2.04558, 0.75527, 0.33974], [-1.74936, -1.89021, -1.69579], [1.00525, 0.20300, 0.37449], [-1.70337, 1.49513, -0.18642], [-2.20068, -0.22914, -2.14318], [-1.42096, -0.42671, -0.12817], [0.36392, -0.30669, -1.60570]],
  "forces_ev_per_angstrom": [[-0.509, -0.009, 0.029], [-3.774, -1.136, 1.495], [0.221, 0.005, 0.047], [0.091, -0.032, -0.098], [-0.242, -0.227, -0.109], [0.033, 0.214, 0.041], [0.047, -0.135, -0.004], [-1.928, -0.307, 1.368], [0.085, 0.112, -0.045], [0.075, -0.110, 0.063], [0.012, 0.117, -0.098], [-0.264, 0.138, 0.068], [0.086, 0.433, 0.219], [-0.016, 0.065, 0.002], [3.752, 0.558, -1.865], [-0.146, -0.317, 0.222], [0.142, -0.065, 0.119], [2.072, 0.534, -1.512], [0.263, 0.163, 0.059]]
}

No. 2
{
  "formula": "C5H11NO",
  "method": "ωB97M-V/def2-TZVPD",
  "homo_energy_ev": -8.14,
  "smiles": "C=C/C(N)=C/C.O",
  "lumo_energy_ev": 0.6,
  "species": ["C", "H", "C", "C", "H", "N", "H", "H", "H", "H", "C", "O", "H", "H", "H", "C", "H", "H"],
  "coordinates": [[0.86864, 1.60554, 1.01397], [-2.61238, -0.61226, 1.18978], [-0.93234, 0.12708, 0.05264], [-2.77328, -1.38749, -0.70314], [1.08119, 1.89634, 2.04244], [-0.41164, 0.25507, -1.24482], [-0.95276, 0.75739, 2.01654], [1.68082, 0.99920, 0.60486], [0.59145, 0.37692, -1.28164], [0.73670, 2.47467, 0.36618], [-0.40724, 0.79824, 1.08029], [4.33568, -0.77146, -0.60388], [-0.67003, -0.51085, -1.85278], [-2.42539, -1.45292, -1.72861], [4.00974, -0.79826, 0.30696], [-2.10274, -0.72662, 0.23768], [3.55932, -0.99530, -1.12914], [-3.57575, -2.03530, -0.36734]],
  "forces_ev_per_angstrom": [[-0.957, -0.409, 0.187], [0.454, -0.337, 0.267], [0.227, 0.106, -0.282], [0.618, -0.631, 0.354], [0.446, 0.267, -0.273], [0.096, -0.518, -0.122], [0.193, -0.098, 0.026], [0.154, 0.098, 0.112], [-0.057, 0.182, 0.070], [0.155, 0.134, 0.132], [0.062, 0.006, 0.149], [-0.315, -0.011, 0.255], [0.024, 0.091, 0.034], [-0.206, -0.099, 0.026], [0.182, 0.013, -0.204], [-0.980, 0.980, -0.258], [0.119, -0.015, -0.041], [-0.214, 0.239, -0.432]]
}

No. 3
{
  "formula": "C20H18HfN4O8S5",
  "method": "ωB97M-V/def2-TZVPD",
  "homo_energy_ev": -7.81,
  "lumo_energy_ev": -0.4,
  "species": ["H", "C", "C", "H", "Hf", "C", "H", "O", "C", "N", "C", "H", "H", "C", "H", "H", "C", "H", "N", "C", "S", "O", "C", "C", "O", "H", "C", "C", "C", "C", "H", "S", "C", "S", "H", "O", "H", "H", "S", "C", "H", "O", "C", "H", "H", "N", "O", "S", "O", "H", "N", "C", "O", "C", "C", "H"],
  "coordinates": [[3.22419, -2.16366, 1.08307], [-0.95055, -0.76515, -3.20863], [0.79430, -1.27599, 3.93233], [4.64598, 2.64649, -3.33227], [-0.33426, -0.10327, -0.68763], [3.90267, -3.99411, 4.50504], [-0.55448, 1.14251, 4.45011], [-6.27347, 1.14809, -0.83567], [-3.24284, 1.07042, -0.99861], [3.08638, 1.14131, -1.12262], [-0.45635, 0.28727, 2.47188], [2.12273, 3.43372, -3.00418], [5.05845, 0.87347, -1.81786], [3.77305, 2.01007, -3.19508], [-1.18821, 3.00233, -2.21654], [4.10204, -3.27477, 5.30180], [-5.62536, 2.11756, -1.46019], [-3.58944, 3.86819, -2.62872], [2.68665, 2.74076, -2.54682], [-4.13822, 2.02130, -1.50655], [-2.63623, -2.76330, -2.72954], [-2.26919, -0.82339, -0.07690], [2.26745, 2.14399, -1.42691], [4.03687, 0.86109, -2.19455], [-6.18629, 3.04867, -1.97929], [-1.80198, 1.69755, 3.30231], [0.60190, -0.68109, 2.67751], [2.54244, -1.90100, 1.88030], [-3.32421, 2.96191, -2.11206], [-1.21645, 0.84652, 3.63888], [0.11413, -1.03747, 4.73883], [-2.25561, -0.27119, -4.26489], [1.80633, -2.17198, 4.17558], [0.44578, 0.28325, -3.08503], [4.76505, -4.64095, 4.37752], [1.39736, -0.47714, 0.42280], [-1.90216, 0.08290, 4.01321], [1.90578, -2.61917, 5.15198], [0.87358, 2.57743, -0.55628], [-1.12186, -1.91838, -2.49893], [2.79604, 0.45426, -0.43138], [-4.41883, -1.77566, -4.40543], [-3.39066, -0.22525, -0.26868], [3.83043, -0.11592, -2.63227], [3.03010, -4.59793, 4.76130], [-1.99331, 1.41792, -1.26895], [3.72194, -3.33954, 3.25767], [0.02971, -2.52533, -1.33599], [-4.49393, -0.61744, 0.08198], [3.45116, 1.63419, -4.16609], [-2.05810, 2.55931, -1.95197], [1.50169, -1.01334, 1.62680], [-0.78254, 0.68772, 1.34371], [2.69240, -2.48165, 3.12971], [-3.33911, -1.63978, -3.90904], [-5.66292, 0.45363, -0.46874]],
  "forces_ev_per_angstrom": [[0.002, 0.000, -0.003], [0.103, -0.017, 0.027], [0.008, -0.008, 0.004], [-0.001, 0.003, 0.013], [0.019, -0.081, 0.135], [-0.004, 0.000, -0.001], [-0.003, -0.006, 0.010], [0.034, 0.032, 0.011], [0.021, -0.011, -0.023], [0.022, 0.001, 0.014], [0.174, -0.147, 0.160], [-0.028, -0.007, 0.013], [-0.001, -0.003, -0.008], [0.003, -0.019, -0.011], [0.010, -0.012, -0.001], [0.002, -0.005, 0.003], [-0.030, -0.046, -0.074], [0.009, 0.004, -0.003], [0.028, 0.007, -0.005], [-0.010, 0.011, 0.024], [-0.038, 0.005, 0.030], [0.036, -0.006, -0.148], [0.015, -0.001, -0.016], [0.005, -0.003, 0.001], [0.002, 0.021, 0.031], [0.004, -0.004, -0.013], [-0.052, 0.093, -0.058], [-0.015, -0.003, 0.007], [-0.013, -0.021, -0.003], [-0.015, 0.013, -0.024], [0.001, 0.001, 0.002], [-0.064, 0.040, -0.004], [-0.006, 0.006, -0.022], [-0.030, 0.077, -0.056], [0.001, -0.001, 0.004], [-0.102, -0.085, 0.036], [0.008, -0.001, 0.016], [0.007, -0.005, -0.004], [0.038, -0.020, 0.056], [0.075, -0.041, -0.011], [-0.021, 0.021, -0.007], [0.000, 0.000, -0.026], [-0.012, -0.075, 0.048], [-0.005, 0.007, -0.010], [0.004, -0.001, 0.004], [-0.057, -0.004, -0.073], [0.001, 0.002, -0.019], [-0.091, 0.039, 0.000], [0.001, 0.023, 0.020], [0.013, 0.005, -0.001], [-0.021, 0.033, 0.019], [0.031, 0.056, -0.032], [-0.032, 0.159, -0.073], [-0.016, 0.009, 0.038], [-0.001, -0.028, 0.006], [-0.010, -0.008, 0.000]]
}

No. 4
{
  "formula": "C11H9F3",
  "method": "ωB97M-V/def2-TZVPD",
  "homo_energy_ev": [-5.31, -9.44],
  "multiplicity": 3,
  "lumo_energy_ev": [0.8, -2.8],
  "species": ["C", "F", "H", "H", "H", "C", "F", "C", "F", "C", "H", "H", "H", "C", "C", "C", "C", "H", "C", "H", "C", "H", "C"],
  "coordinates": [[-0.10258, 1.03517, 0.04218], [0.88628, -2.52284, -0.04079], [4.37516, -0.65089, -0.23609], [-4.20914, 1.45221, -0.20106], [3.61597, -1.43942, 1.11511], [2.28903, 0.81077, -0.06433], [-1.99446, -1.56019, -1.12419], [-2.40222, 0.59837, -0.02572], [-1.80615, -1.61869, 1.03129], [-0.16270, -0.34856, 0.01488], [-1.60090, 2.68780, -0.06331], [1.40807, 2.71554, 0.01396], [3.19708, 1.27991, 0.15546], [2.24778, -0.57449, -0.06084], [1.16825, 1.64122, 0.04647], [-3.86855, 0.48308, -0.06045], [0.96534, -1.17159, 0.08949], [-4.12357, -0.12273, -0.96074], [-1.47954, 1.55316, 0.04600], [3.55901, -2.17927, -0.64899], [3.56648, -1.31734, 0.05056], [-3.93980, 0.04568, 0.93080], [-1.58880, -0.79688, -0.04966]],
  "forces_ev_per_angstrom": [[-3.898, 3.370, 0.089], [-0.213, 0.826, 0.490], [0.035, 0.038, -0.093], [-1.458, 1.701, 0.273], [0.637, -1.199, 0.519], [-2.774, 2.636, 1.090], [0.337, 0.104, 0.035], [-0.371, -6.431, -0.746], [-0.732, -0.171, 0.269], [-0.140, -4.363, -0.240], [-0.177, -1.860, 0.360], [-0.737, -0.512, 0.307], [1.531, 0.626, -0.398], [-0.567, -1.903, 0.441], [2.943, 0.033, -0.834], [2.210, -0.906, -0.777], [0.375, 0.807, -1.787], [-0.255, -0.037, 1.107], [6.575, 5.116, -0.285], [0.216, 0.062, 1.154], [-1.320, 0.557, -1.325], [-1.679, -0.321, 0.030], [-0.537, 1.826, 0.320]]
}

Calculated E in order - -311.0090, -327.0630, -3633.1617, -723.9931 Eh